# 1
Molecular formula: C4H28NO12S
Method: DFT, ωB97M-V/def2-TZVPD

Geometry as XYZ:
```
46
Properties=species:S:1:pos:R:3:mulliken_charge:R:1
H -0.118 -3.160 -1.218 0.408
H -3.112 -0.924 -1.085 0.357
H -2.276 1.795 2.359 0.471
H 0.444 -1.354 1.295 0.285
H -0.430 1.623 3.148 0.506
H 1.525 2.313 2.402 0.416
H -1.419 3.002 2.077 0.442
C 3.507 -1.248 -0.327 0.121
H 0.224 0.712 1.992 0.206
H 1.334 2.412 -0.808 0.314
O -3.511 -1.467 -0.338 -0.839
O 1.826 1.691 -0.541 -0.980
H -2.019 1.328 -1.771 0.248
O -2.018 0.504 -1.429 -0.708
O 4.488 -1.696 0.223 -0.641
O 2.881 0.972 -2.896 -0.648
H 1.100 1.051 -0.163 0.381
H -3.037 1.093 0.498 0.360
H -1.207 0.476 -0.812 0.281
H -3.316 -0.931 0.425 0.515
O -0.155 0.286 0.363 -0.066
C 0.511 -2.523 -1.753 -1.076
O -0.458 2.983 0.553 -0.894
H -2.574 -2.843 0.001 0.384
O -2.041 -3.639 0.192 -0.669
H 1.261 -0.456 -1.350 -0.399
H -1.708 0.405 1.053 0.500
H 0.413 3.173 1.081 0.627
O 1.908 2.994 1.793 -0.863
H -0.876 -1.530 0.203 -0.241
H 1.371 -3.180 -2.104 0.434
H -2.496 -4.011 0.991 0.295
C 0.050 -1.051 0.321 -0.137
O 0.381 1.077 2.882 -0.928
H -1.330 -1.155 -2.625 0.100
H -0.459 2.005 0.455 0.298
C 1.077 -1.398 -0.802 0.938
H 2.239 -2.669 0.379 0.257
O -1.857 2.547 2.814 -0.893
H 3.550 -0.304 -0.932 0.319
H 2.522 1.240 -2.059 0.381
N 2.327 -1.892 -0.241 -0.177
H 2.190 0.547 -3.304 0.284
S -0.321 -1.816 -3.228 -0.276
O -2.676 0.535 1.242 -1.068
H 2.284 2.480 1.049 0.376
```

Its net charge is -1. The value obtained for the LUMO energy is 2.56 eV. The spin multiplicity is 1. The calculation puts the energy above the lowest of the compared OMol25 structures with the same formula, charge and spin at 55.2 kJ/mol.

***

# 2
Molecular formula: C6H6O
Method: DFT, ωB97M-V/def2-TZVPD

Geometry as XYZ:
```
13
Properties=species:S:1:pos:R:3:mulliken_charge:R:1
C -0.649 -0.425 1.146 0.163
C 1.146 1.010 -0.372 -1.279
H 0.968 -1.885 -0.765 0.359
C 0.116 0.058 -0.086 0.779
H -1.378 1.446 0.593 0.288
H -0.680 -1.433 -1.374 0.198
C 2.048 1.741 -0.708 -0.142
H 2.783 2.446 -1.027 0.454
H -0.367 -0.234 2.400 0.247
C 0.023 -1.393 -0.520 -0.341
O -0.534 -1.794 0.771 -0.389
C -1.319 0.432 0.242 -0.527
H -2.156 0.030 -0.300 0.190
```

The value obtained for the LUMO energy is 1.02 eV. The spin multiplicity is 1. The calculation puts the energy above the lowest of the compared OMol25 structures with the same formula, charge and spin at 466.4 kJ/mol.

***

# 3
Molecular formula: C20H21N6PdS
Method: DFT, ωB97M-V/def2-TZVPD

Geometry as XYZ:
```
49
Properties=species:S:1:pos:R:3:mulliken_charge:R:1
C 4.050 0.788 0.641 -0.225
N 3.061 -2.289 -0.922 -1.326
C -0.539 2.647 1.091 0.357
C 3.859 -1.259 -0.438 0.292
C -1.315 -4.406 -1.967 -0.689
H -4.577 -1.091 1.769 0.422
H -3.116 2.838 2.226 0.366
C -2.236 2.837 2.873 -1.130
N 3.278 -0.184 0.156 -0.150
N -0.575 -1.137 -0.470 -0.366
H 3.536 1.604 1.131 0.451
H 0.151 -5.873 -2.620 0.393
C -2.162 0.684 -0.652 -0.306
H -5.202 1.090 0.788 0.477
H -0.132 5.232 -0.551 0.329
H 6.013 1.578 0.932 0.400
C 5.428 0.762 0.535 -0.825
H 0.093 3.626 -1.256 0.377
H -0.610 1.472 2.684 0.246
C -0.622 4.285 -0.775 -0.991
H -1.999 3.862 3.170 0.371
C -3.904 -0.593 1.083 -0.740
H -2.417 -2.138 1.195 0.564
H -3.642 2.226 -0.765 0.437
C 0.842 -2.894 -1.189 0.400
N -1.108 3.657 0.448 -0.066
Pd 1.232 -0.343 -0.079 1.015
C -1.563 -3.190 -1.402 -0.491
C 0.002 -4.906 -2.160 -0.641
H 5.652 -2.226 -1.046 0.465
H 2.085 -4.501 -1.927 0.465
S 0.934 1.938 0.547 -0.379
C 1.070 -4.160 -1.783 -0.575
H -2.155 -5.007 -2.290 0.402
H -2.478 2.266 3.763 0.346
H -2.576 -2.831 -1.301 0.465
H -1.886 4.114 0.899 0.241
C -1.819 -0.558 -0.123 -0.086
C 5.236 -1.352 -0.567 -0.337
H 7.102 -0.370 -0.188 0.417
C -4.251 0.637 0.542 -0.617
C -0.476 -2.370 -0.981 0.688
C 6.026 -0.325 -0.086 -0.237
H -1.476 1.154 -1.345 0.521
H -1.463 4.463 -1.442 0.332
N 1.822 -2.050 -0.787 0.575
C -3.373 1.273 -0.326 -0.636
C -2.696 -1.189 0.755 -0.041
N -1.106 2.209 2.212 0.040
```

Its net charge is +1. The value obtained for the LUMO energy (spin up / spin down) is -4.18 / -4.18 eV. The spin multiplicity is 1. The calculation puts the energy above the lowest of the compared OMol25 structures with the same formula, charge and spin at 0.0 kJ/mol.

***

# 4
Molecular formula: C4H4ClOPS
Method: DFT, ωB97M-V/def2-TZVPD

Geometry as XYZ:
```
12
Properties=species:S:1:pos:R:3:mulliken_charge:R:1
C -1.806 0.753 0.522 -0.181
C -1.474 0.948 -0.770 -0.437
C 0.620 0.484 -0.003 -0.235
C -0.123 0.871 -1.082 -0.515
H 1.707 0.474 0.009 0.489
O 2.624 -1.202 1.219 -0.356
H -2.069 1.263 -1.600 0.345
H 0.215 1.139 -2.122 0.309
P 1.693 -2.272 1.493 0.539
S -0.382 0.306 1.325 -0.060
H -2.658 0.596 1.277 0.315
Cl 1.653 -3.361 -0.267 -0.213
```

Its SMILES is c1ccsc1.O=PCl. The value obtained for the LUMO energy is -0.94 eV. The spin multiplicity is 1. The calculation puts the energy above the lowest of the compared OMol25 structures with the same formula, charge and spin at 0.0 kJ/mol.

***

# 5
Molecular formula: C4H5NO
Method: DFT, ωB97M-V/def2-TZVPD

Geometry as XYZ:
```
11
Properties=species:S:1:pos:R:3:mulliken_charge:R:1
C 0.408 0.024 0.888 -0.196
N 0.441 -1.022 -0.185 -0.452
H 1.039 0.850 -1.115 0.193
H -1.620 -1.306 -0.148 0.291
C -0.920 0.661 0.527 0.344
C -0.933 -0.531 -0.491 -0.358
H -1.085 -0.145 -1.488 0.281
C 1.281 0.146 -0.318 -0.154
H 2.336 0.019 -0.109 0.249
O -1.694 1.587 0.591 -0.554
H 0.747 -0.284 1.849 0.357
```

The value obtained for the LUMO energy is 1.00 eV. The spin multiplicity is 1. The calculation puts the energy above the lowest of the compared OMol25 structures with the same formula, charge and spin at 285.8 kJ/mol.

***

# 6
Molecular formula: C2H2NO3S
Method: DFT, ωB97M-V/def2-TZVPD

Geometry as XYZ:
```
9
Properties=species:S:1:pos:R:3:mulliken_charge:R:1
O -2.855 -0.879 0.207 -0.546
C 0.873 -0.375 0.024 -0.509
O 1.376 1.908 0.141 -0.658
S -1.537 -0.601 -0.369 0.502
H 1.192 -0.703 -0.938 0.224
H 1.783 -0.508 0.548 0.329
N -0.500 -1.338 0.489 -0.424
C 0.432 1.148 0.063 0.620
O -0.765 1.348 -0.165 -0.537
```

Its net charge is -1. The value obtained for the LUMO energy is 3.88 eV. The spin multiplicity is 1. The calculation puts the energy above the lowest of the compared OMol25 structures with the same formula, charge and spin at 147.1 kJ/mol.